ORCA calculation (ωB97M-V with the def2-TZVPD basis set) on C6H8S in the gas phase in a non-equilibrium geometry.

Structure (XYZ):
```
15
Properties=species:S:1:pos:R:3:forces:R:3
C -0.497933 -0.130674 -0.477726 -0.330 -3.052 0.396
C -0.706962 1.096248 -0.348993 0.120 0.547 -0.934
C -0.718433 -1.408312 0.389443 -0.136 0.048 1.265
C 1.843606 -1.022239 -0.038297 1.874 -1.458 -2.552
C 0.465147 -1.316601 -0.568069 -1.186 2.887 2.267
C -1.262868 2.345024 0.065023 0.300 1.075 -2.884
S 2.264140 0.792543 -0.092660 0.046 -1.481 -0.004
H -0.511428 -1.062918 1.419577 -0.085 -0.700 -0.428
H -1.452298 -2.278791 0.352267 0.847 1.529 -0.493
H 1.963355 -1.437073 0.930946 -0.013 0.028 1.118
H 2.582537 -1.725969 -0.684042 -1.148 2.126 1.189
H 0.243408 -1.944283 -1.344848 0.319 -1.367 -2.244
H -2.314501 2.430272 -0.099368 -0.986 -0.244 0.058
H -0.854988 3.196154 -0.565870 -0.088 -0.698 0.903
H -1.042778 2.466624 1.062616 0.464 0.759 2.343
```
Forces are in eV/Å.

Results
HOMO (spin up / spin down) (eV): -6.681 / -8.711
Net charge: 0
E_LUMO (spin up / spin down) (eV): 1.00 / -1.74
Orbital gap (spin up / spin down) (eV): 7.686 / 6.971
Multiplicity: 3
Calculated total energy (Ha): -631.371744
Relative energy (zero: lowest compared OMol25 entry of this formula, charge and spin) (kJ/mol): 356.9


ORCA calculation (ωB97M-V with the def2-TZVPD basis set) on C6H8S2 in the gas phase in a non-equilibrium geometry.

Structure (XYZ):
```
16
Properties=species:S:1:pos:R:3:forces:R:3
C 1.804303 -1.903934 1.772144 -1.143 0.011 -0.338
C 0.763885 -1.880427 0.917456 0.965 0.543 0.225
C 0.325735 -0.587126 0.269895 0.454 0.881 -0.575
S -0.895661 0.258642 1.325755 0.327 0.538 0.379
C -1.148994 1.754235 0.403571 -0.261 -0.645 -1.584
C -1.135463 1.847223 -0.944628 0.483 -0.872 1.741
C -0.816226 0.746020 -1.929593 1.035 1.001 0.207
S -0.430215 -0.916788 -1.355212 -0.070 -0.501 0.231
H 2.077490 -2.855071 2.221107 0.178 0.242 0.002
H 2.304293 -0.979546 2.113616 -0.243 -0.657 -0.368
H 0.230094 -2.777676 0.602606 0.150 0.102 0.261
H 1.216526 0.086834 0.098546 -0.982 -0.603 0.402
H -1.413432 2.646943 0.948309 0.066 -0.088 0.418
H -1.293895 2.844155 -1.312005 -0.072 0.177 -0.555
H -1.642150 0.652264 -2.604291 -0.525 -0.224 -0.502
H 0.053711 1.064253 -2.527277 -0.363 0.095 0.055
```
Forces are in eV/Å.

Results
SMILES: C=C[C@@H]1SC=CCS1
HOMO (eV): -8.106
Net charge: 0
E_LUMO (eV): 0.85
Orbital gap (eV): 8.959
Calculated total energy (Ha): -1029.740452
Relative energy (zero: lowest compared OMol25 entry of this formula, charge and spin) (kJ/mol): 132.9